{
  "formula": "C70H146N8O4",
  "method": "ωB97M-V/def2-TZVPD",
  "species": ["C", "C", "C", "O", "C", "C", "C", "O", "O", "O", "H", "H", "C", "C", "C", "N", "C", "C", "C", "C", "C", "H", "H", "H", "H", "H", "H", "H", "H", "H", "H", "H", "H", "H", "H", "H", "H", "H", "H", "C", "C", "C", "N", "C", "C", "C", "C", "C", "H", "H", "H", "H", "H", "H", "H", "H", "H", "H", "H", "H", "H", "H", "H", "H", "H", "H", "C", "C", "C", "N", "C", "C", "C", "C", "C", "H", "H", "H", "H", "H", "H", "H", "H", "H", "H", "H", "H", "H", "H", "H", "H", "H", "H", "C", "C", "C", "N", "C", "C", "C", "C", "C", "H", "H", "H", "H", "H", "H", "H", "H", "H", "H", "H", "H", "H", "H", "H", "H", "H", "H", "C", "C", "C", "N", "C", "C", "C", "C", "C", "H", "H", "H", "H", "H", "H", "H", "H", "H", "H", "H", "H", "H", "H", "H", "H", "H", "H", "C", "C", "C", "N", "C", "C", "C", "C", "C", "H", "H", "H", "H", "H", "H", "H", "H", "H", "H", "H", "H", "H", "H", "H", "H", "H", "H", "C", "C", "C", "N", "C", "C", "C", "C", "C", "H", "H", "H", "H", "H", "H", "H", "H", "H", "H", "H", "H", "H", "H", "H", "H", "H", "H", "C", "C", "C", "N", "C", "C", "C", "C", "C", "H", "H", "H", "H", "H", "H", "H", "H", "H", "H", "H", "H", "H", "H", "H", "H", "H", "H"],
  "xyz": [[0.6827, -0.3761, -0.1729], [0.3752, 0.9131, 0.1851], [-1.0764, 1.4718, 0.0762], [-1.4892, 2.7094, 0.2980], [-2.0301, 0.6640, -0.4725], [-1.7706, -0.6921, -0.9782], [-0.2992, -1.3371, -0.6652], [-0.0855, -2.5205, -0.9030], [-2.6804, -1.3411, -1.4241], [1.4653, 1.5502, 0.5161], [1.7187, -0.6807, -0.1541], [-3.0699, 0.9470, -0.5434], [-6.6611, 5.3332, -2.9419], [-6.7066, 4.8591, -4.3917], [-5.8351, 3.6431, -4.5268], [-6.0455, 2.7565, -5.8919], [-5.8301, 3.6564, -7.1216], [-7.4047, 2.0805, -6.0527], [-7.1469, 0.8735, -6.9360], [-5.6436, 0.6831, -6.9949], [-5.0147, 1.5720, -5.9540], [-7.2707, 4.7369, -2.2630], [-6.8646, 6.3903, -2.7710], [-5.6575, 5.3700, -2.5182], [-6.2628, 5.6140, -5.0408], [-7.7061, 4.6162, -4.7524], [-5.9820, 2.9312, -3.7145], [-4.8101, 4.0033, -4.6145], [-6.6094, 4.4047, -7.2661], [-5.8963, 3.0028, -7.9913], [-4.8605, 4.1165, -6.9312], [-8.1995, 2.7157, -6.4436], [-7.7156, 1.7337, -5.0672], [-7.6169, 1.0470, -7.9040], [-7.6565, 0.0442, -6.4455], [-5.2922, 0.9711, -7.9857], [-5.3825, -0.3747, -7.0254], [-4.0749, 2.0727, -6.1870], [-4.9880, 1.3082, -4.8967], [-6.0322, 4.2087, 5.8491], [-4.5813, 3.6918, 5.6918], [-4.1468, 2.8075, 6.8533], [-2.7653, 2.1459, 6.6190], [-2.6850, 1.0541, 5.5219], [-1.6842, 3.2332, 6.3701], [-1.4369, 3.8571, 7.6923], [-1.8160, 2.8520, 8.7948], [-2.2762, 1.5938, 7.9586], [-6.7102, 3.3636, 5.7300], [-6.1114, 5.0199, 5.1252], [-6.3761, 4.6698, 6.7749], [-4.0065, 4.6176, 5.6674], [-4.3096, 3.3118, 4.7069], [-4.7647, 1.9190, 6.9830], [-4.1881, 3.3734, 7.7839], [-1.6873, 0.7498, 5.2053], [-3.1892, 1.3124, 4.5906], [-3.2926, 0.2156, 5.8622], [-0.9393, 2.5835, 5.9106], [-1.9743, 3.8944, 5.5536], [-0.3699, 4.0783, 7.7167], [-1.8675, 4.8561, 7.7604], [-1.1675, 2.5814, 9.6281], [-2.6629, 3.2140, 9.3777], [-1.3675, 1.0372, 7.7292], [-2.9987, 0.9045, 8.3956], [1.9746, 3.4941, -5.4333], [3.0852, 2.6067, -4.9037], [4.4849, 2.6016, -5.6403], [5.4516, 1.4657, -5.1650], [6.0010, 1.9045, -3.7990], [6.6991, 1.2701, -6.0771], [7.1002, -0.2332, -5.9142], [6.0487, -0.8833, -5.0621], [4.8629, 0.0556, -5.1120], [1.2850, 3.7734, -4.6367], [1.5313, 3.1252, -6.3583], [2.3674, 4.4806, -5.6796], [2.6035, 1.6308, -4.8418], [3.3224, 2.9406, -3.8936], [4.9563, 3.5758, -5.5106], [4.3696, 2.5405, -6.7225], [6.8849, 1.2932, -3.6171], [5.2111, 1.7194, -3.0711], [6.2014, 2.9736, -3.8692], [7.4576, 2.0105, -5.8229], [6.3403, 1.5154, -7.0767], [8.0840, -0.1960, -5.4464], [7.1748, -0.7418, -6.8754], [6.4054, -1.1316, -4.0625], [5.7215, -1.7362, -5.6567], [4.2535, -0.1015, -4.2220], [4.2930, -0.0969, -6.0286], [4.9124, -9.0995, 5.5154], [4.5500, -8.0716, 4.5044], [3.4710, -7.1784, 5.0807], [2.5961, -6.3619, 4.0049], [3.5277, -5.3938, 3.2253], [1.5534, -5.4838, 4.7083], [0.3226, -6.4351, 4.8353], [0.3887, -7.1497, 3.4431], [1.8233, -7.3191, 3.1077], [5.6277, -8.6921, 6.2299], [5.3557, -10.0168, 5.1281], [3.9721, -9.3564, 6.0033], [4.3275, -8.5392, 3.5453], [5.4598, -7.4861, 4.3721], [3.7748, -6.3927, 5.7723], [2.7331, -7.8047, 5.5819], [3.0561, -5.0745, 2.2959], [4.3870, -5.9691, 2.8807], [3.8391, -4.5634, 3.8590], [1.3236, -4.7824, 3.9062], [1.9383, -4.8965, 5.5419], [-0.6048, -5.8630, 4.8622], [0.4141, -7.1182, 5.6798], [-0.1009, -6.6096, 2.6328], [-0.1705, -8.0780, 3.5601], [2.1858, -7.3673, 2.0808], [2.1014, -8.3231, 3.4284], [8.9283, -0.7650, 2.5320], [8.3394, 0.6143, 2.8294], [9.5439, 1.3818, 3.4027], [9.2743, 2.8767, 3.7585], [8.3931, 2.9706, 5.0277], [10.5584, 3.7612, 3.9019], [10.1443, 5.2172, 3.6244], [9.0895, 5.0746, 2.5431], [8.5455, 3.6263, 2.6810], [9.6231, -0.7571, 1.6921], [8.2218, -1.5203, 2.1877], [9.2408, -1.2161, 3.4738], [7.6067, 0.5968, 3.6362], [7.8525, 1.1022, 1.9851], [10.2753, 1.4733, 2.5996], [9.9497, 0.9910, 4.3358], [8.6862, 2.1878, 5.7274], [7.3836, 2.6449, 4.7769], [8.3796, 3.9990, 5.3888], [10.8999, 3.6008, 4.9246], [11.2979, 3.3520, 3.2136], [9.5950, 5.6736, 4.4479], [10.9772, 5.8761, 3.3790], [8.3183, 5.8444, 2.5150], [9.5739, 5.2432, 1.5813], [7.4615, 3.5155, 2.6511], [8.7919, 3.1466, 1.7337], [-6.5023, -6.6618, 0.6678], [-6.9290, -5.2664, 0.3568], [-8.2650, -4.8972, 1.0678], [-8.7757, -3.4680, 0.5727], [-8.9953, -3.5248, -0.9875], [-7.9566, -2.2779, 1.0978], [-8.6227, -1.7853, 2.3550], [-9.8755, -2.6060, 2.6066], [-10.1861, -3.2807, 1.2387], [-5.5536, -6.9430, 0.2107], [-7.2216, -7.4027, 0.3188], [-6.4091, -6.8758, 1.7325], [-6.9416, -5.1045, -0.7210], [-6.0953, -4.6385, 0.6711], [-8.1712, -4.9335, 2.1532], [-8.9584, -5.7272, 0.9325], [-9.6440, -4.3055, -1.3847], [-8.0889, -3.4351, -1.5863], [-9.5215, -2.5987, -1.2188], [-8.1079, -1.5400, 0.3100], [-6.8813, -2.4123, 1.2152], [-8.9894, -0.7874, 2.1141], [-7.9447, -1.7360, 3.2070], [-10.7059, -2.0581, 3.0519], [-9.6113, -3.3749, 3.3326], [-10.7050, -2.6519, 0.5153], [-10.6850, -4.2421, 1.3614], [-2.9648, 11.5491, -0.4703], [-2.0905, 10.4455, 0.0353], [-0.5504, 10.8046, 0.0803], [0.4197, 9.7909, 0.8114], [0.7742, 8.5630, -0.0620], [-0.1803, 9.2582, 2.1380], [1.0086, 8.8865, 3.0295], [2.0395, 9.9343, 2.7168], [1.7092, 10.5216, 1.3439], [-2.9952, 12.3195, 0.3002], [-4.0328, 11.3460, -0.5498], [-2.7154, 12.1786, -1.3244], [-2.1587, 9.6313, -0.6861], [-2.4524, 10.0925, 1.0009], [-0.4971, 11.7292, 0.6551], [-0.0615, 11.0609, -0.8596], [1.0976, 7.7286, 0.5603], [1.5087, 8.8068, -0.8296], [-0.1503, 8.2488, -0.5463], [-0.8547, 8.4389, 1.8891], [-0.7247, 10.1133, 2.5385], [1.5479, 7.9869, 2.7327], [0.9006, 8.8531, 4.1137], [3.0538, 9.5422, 2.7906], [2.0250, 10.6939, 3.4985], [2.5814, 10.3820, 0.7052], [1.5524, 11.6002, 1.3599], [0.1591, -5.8503, -5.9450], [1.3220, -6.9254, -5.9834], [1.2084, -7.9234, -4.8319], [1.3139, -9.4432, -5.2692], [0.0686, -9.8330, -6.0746], [2.5538, -9.8584, -6.1027], [2.9080, -11.2979, -5.7201], [2.3715, -11.4410, -4.3087], [1.4606, -10.2732, -3.9287], [-0.0558, -5.3495, -5.0011], [-0.7641, -6.4080, -6.1026], [0.3570, -5.1466, -6.7536], [2.2527, -6.3851, -5.8106], [1.3918, -7.3728, -6.9749], [0.2245, -7.8592, -4.3672], [1.9072, -7.6803, -4.0315], [-0.1099, -9.1099, -6.8705], [-0.7208, -9.7999, -5.3237], [0.0501, -10.8662, -6.4215], [2.5462, -9.6429, -7.1712], [3.3070, -9.2836, -5.5638], [2.4051, -12.0948, -6.2679], [3.9754, -11.5184, -5.7341], [1.8416, -12.3734, -4.1140], [3.1944, -11.4009, -3.5950], [0.5368, -10.7604, -3.6166], [1.7620, -9.6313, -3.1009]],
  "mulliken_charge": [-0.607, 0.463, 0.209, -0.851, -0.449, 0.463, 0.372, -0.775, -0.729, -0.846, 0.373, 0.391, -1.404, -0.070, -0.844, 0.002, -0.955, -0.599, -0.520, -0.804, -0.568, 0.342, 0.397, 0.381, 0.313, 0.267, 0.374, 0.433, 0.326, 0.439, 0.376, 0.382, 0.385, 0.322, 0.324, 0.351, 0.446, 0.393, 0.508, -1.381, -0.415, -0.632, 0.041, -0.955, -0.782, -0.526, -0.748, -0.599, 0.352, 0.373, 0.358, 0.303, 0.431, 0.440, 0.360, 0.406, 0.382, 0.372, 0.456, 0.492, 0.373, 0.310, 0.436, 0.319, 0.426, 0.404, -1.468, -0.065, -0.797, 0.180, -1.097, -0.552, -0.602, -0.685, -0.679, 0.379, 0.364, 0.365, 0.250, 0.310, 0.446, 0.376, 0.484, 0.411, 0.335, 0.412, 0.334, 0.292, 0.369, 0.337, 0.334, 0.487, 0.477, -1.322, -0.222, -0.816, 0.259, -1.059, -0.675, -0.686, -0.697, -0.573, 0.345, 0.349, 0.338, 0.451, 0.327, 0.366, 0.374, 0.465, 0.401, 0.335, 0.492, 0.366, 0.395, 0.337, 0.329, 0.385, 0.489, 0.244, -1.343, -0.119, -0.882, 0.247, -0.899, -0.542, -0.633, -0.712, -0.682, 0.356, 0.401, 0.365, 0.290, 0.371, 0.322, 0.423, 0.345, 0.382, 0.348, 0.370, 0.424, 0.260, 0.414, 0.339, 0.353, 0.442, 0.359, -1.552, 0.017, -0.897, 0.245, -1.150, -0.547, -0.467, -0.638, -0.594, 0.385, 0.372, 0.357, 0.248, 0.273, 0.457, 0.445, 0.356, 0.430, 0.508, 0.383, 0.274, 0.286, 0.333, 0.436, 0.286, 0.418, 0.336, -1.513, -0.074, -0.833, 0.309, -0.906, -0.748, -0.627, -0.493, -0.578, 0.385, 0.366, 0.366, 0.281, 0.345, 0.381, 0.493, 0.386, 0.307, 0.340, 0.408, 0.455, 0.281, 0.371, 0.313, 0.336, 0.310, 0.335, -1.366, -0.403, -0.815, 0.185, -0.969, -0.481, -0.716, -0.505, -0.508, 0.384, 0.362, 0.369, 0.370, 0.345, 0.546, 0.391, 0.337, 0.418, 0.380, 0.379, 0.385, 0.313, 0.365, 0.358, 0.284, 0.253, 0.338],
  "total_energy_ha": -3491.37650,
  "charge": 6,
  "fmax_ha_per_bohr": 0.079,
  "homo_lumo_gap_ev": 4.17,
  "e_homo_ev": -12.051
}